(1)
Density functional theory data (ωB97M-V/def2-TZVPD) for a molecular structure, C35H40N4OP2PdSSi in a non-equilibrium geometry.

## Properties
Strongest force on any atom: 0.0713 hartree/bohr
E_LUMO: -0.173 eV
Energy above the lowest of the compared OMol25 structures with the same formula, charge and spin: 194.47 kJ/mol
Spin multiplicity: 1
E_HOMO: -7.62 eV
HOMO-LUMO gap: 7.45 eV
E_tot: -85723.8313 eV

Each line ends with the Mulliken charge.
Element x y z (Å)
Pd: 1.10105 0.88982 -1.54162  -0.52
C: -3.68398 -3.91104 3.68116  -0.82
S: -1.90212 -4.12243 3.53027  -0.08
C: -1.66398 -3.27923 1.95088  0.10
C: -0.20449 -3.34964 1.52952  -0.95
C: 0.04068 -2.63358 0.20653  -0.86
N: -0.21364 -1.18079 0.32418  1.00
P: -0.79051 -0.26063 -1.02305  0.83
C: -1.74301 -1.43919 -2.01807  -0.26
C: -1.25530 -1.78280 -3.27225  -0.47
C: -1.94507 -2.67497 -4.08268  -0.82
C: -3.12857 -3.23785 -3.63561  -0.47
C: -3.61001 -2.92352 -2.36895  -0.98
C: -2.92195 -2.03356 -1.56260  0.11
C: -2.01960 0.84464 -0.25614  1.00
C: -2.94986 0.39032 0.67877  0.23
C: -3.89839 1.24987 1.20443  -1.03
C: -3.91903 2.58447 0.81672  -0.68
C: -2.97189 3.05580 -0.07748  -0.72
C: -2.02691 2.18782 -0.60884  -0.53
P: 1.20001 -0.20322 0.75111  0.05
C: 0.45756 1.01730 1.87426  0.90
C: -0.46813 0.66957 2.85628  0.42
C: -0.97196 1.63347 3.71342  -0.69
C: -0.54755 2.95297 3.60167  -0.81
C: 0.37420 3.30622 2.62830  -0.56
C: 0.87091 2.34108 1.76227  -0.49
C: 2.33518 -1.14985 1.79908  0.59
C: 3.31145 -1.96107 1.18863  -0.56
C: 4.08739 -2.76445 2.03204  -0.80
C: 4.15185 -2.51496 3.38818  -0.49
C: 3.37533 -1.50941 3.95464  -0.62
C: 2.46270 -0.84309 3.15889  -0.39
H: -3.99726 -4.39769 4.60294  0.35
H: -4.20710 -4.37828 2.84677  0.27
H: -3.95363 -2.85599 3.73691  0.22
H: -1.96668 -2.23574 2.05708  -0.53
H: -2.30178 -3.74609 1.19386  0.46
H: 0.09798 -4.39446 1.41936  0.56
H: 0.43158 -2.91127 2.30198  0.26
H: -0.62008 -3.04451 -0.55715  0.80
H: 1.06162 -2.82887 -0.13274  -0.03
H: -0.32029 -1.35994 -3.60704  0.69
H: -1.55103 -2.92869 -5.05815  0.43
H: -3.67471 -3.92785 -4.26561  0.39
H: -4.52593 -3.37364 -2.00866  0.46
H: -3.30528 -1.81765 -0.57634  0.46
H: -2.89510 -0.62578 1.04646  -0.04
H: -4.61174 0.88420 1.93222  0.45
H: -4.65995 3.25711 1.22944  0.39
H: -2.95576 4.10157 -0.35680  0.48
H: -1.27389 2.55621 -1.28903  0.04
H: -0.80016 -0.35970 2.93986  0.38
H: -1.69389 1.35736 4.47180  0.46
H: -0.93819 3.70498 4.27542  0.35
H: 0.70788 4.33203 2.53916  0.44
H: 1.58809 2.62013 0.99733  0.15
H: 3.05253 -2.42969 0.24830  0.34
H: 4.71596 -3.52484 1.58618  0.45
H: 4.80180 -3.11469 4.01366  0.40
H: 3.45082 -1.28368 5.00963  0.43
H: 1.82579 -0.09096 3.60229  0.41
N: 3.30223 3.72974 -1.08068  -0.24
C: 3.59357 2.40626 -1.02449  0.94
O: 3.04569 1.60730 -1.85317  -0.92
C: 4.48722 1.93471 -0.04407  0.13
C: 4.66746 0.53796 0.00634  0.21
N: 4.78735 -0.60622 0.09098  -0.62
C: 5.08767 2.82260 0.87696  -0.24
N: 5.49799 3.61298 1.61262  -0.57
H: 2.69311 4.05903 -1.80692  0.18
H: 3.76250 4.38883 -0.47629  0.21
C: -0.46477 3.40033 -3.48250  -1.24
Si: 0.62372 1.86998 -3.66029  0.83
C: 2.23122 2.40854 -4.46595  -1.03
C: -0.20917 0.79385 -4.96168  -1.37
H: -0.43496 3.94864 -4.42969  0.43
H: -0.12480 4.08251 -2.69888  0.32
H: -1.50677 3.14594 -3.28413  0.31
H: 1.99561 2.75248 -5.47881  0.38
H: 2.94606 1.58816 -4.53111  0.26
H: 2.72739 3.22765 -3.94580  0.28
H: -0.15817 1.31386 -5.92307  0.47
H: -1.26054 0.60696 -4.73534  0.32
H: 0.29645 -0.16375 -5.08708  0.38


(2)
Density functional theory data (ωB97M-V/def2-TZVPD) for a molecular structure, C35H41N3O3Zr in a non-equilibrium geometry.

## Properties
Strongest force on any atom: 0.0523 hartree/bohr
E_LUMO: -6.716 eV
Spin multiplicity: 1
Net charge: +2
E_HOMO: -13.56 eV
HOMO-LUMO gap: 6.85 eV
E_tot: -48841.3764 eV

Each line ends with the Mulliken charge.
Element x y z (Å)
Zr: 0.70762 -0.30335 -0.75716  0.64
C: -1.60085 -1.28789 -3.85730  -1.84
C: -0.38837 -1.55135 -3.01955  0.95
C: -0.44657 -2.41492 -1.90779  -0.51
C: 0.72806 -2.91110 -1.31462  1.00
C: 0.67296 -4.00042 -0.29290  -1.74
C: 1.97187 -2.48987 -1.81949  -0.09
C: 2.05433 -1.60572 -2.90282  0.26
C: 3.36632 -1.30571 -3.56125  -1.54
C: 0.86610 -1.10597 -3.45933  -0.53
H: -1.60299 -2.00869 -4.67729  0.44
H: -1.57314 -0.29497 -4.29969  0.48
H: -2.52643 -1.42534 -3.30519  0.41
H: -1.40484 -2.85205 -1.62792  0.40
H: 1.00819 -4.93188 -0.75285  0.46
H: -0.34174 -4.15300 0.07062  0.49
H: 1.34047 -3.80414 0.54703  0.32
H: 2.87136 -2.95229 -1.42584  0.43
H: 3.42608 -1.85445 -4.50252  0.41
H: 4.19885 -1.62251 -2.93911  0.32
H: 3.46017 -0.24649 -3.79838  0.43
H: 0.92025 -0.50910 -4.36388  0.63
O: -0.86740 -0.51100 0.65888  0.85
C: -0.41821 -0.85354 2.03585  3.44
C: 0.97636 -1.49962 1.81282  -0.44
O: 1.40775 -2.39671 2.48135  -0.53
O: 1.61021 -0.91788 0.83485  -0.50
C: -0.09189 0.38865 2.85175  -0.76
C: 0.21162 1.59876 2.23287  0.30
C: 0.51070 2.71067 3.00678  -1.49
C: 0.53321 2.62115 4.38928  -0.61
C: 0.27249 1.40619 5.00306  -1.11
C: -0.03713 0.29326 4.24100  -0.20
C: -1.49937 -1.70643 2.66746  -0.38
C: -2.58607 -1.05777 3.25773  -0.21
C: -3.62917 -1.79059 3.79429  -1.15
C: -3.60435 -3.17470 3.73898  -0.62
C: -2.53278 -3.82209 3.14858  -1.14
C: -1.47973 -3.09429 2.61728  -0.50
H: -1.64246 0.08326 0.79010  -0.79
H: 0.20964 1.69141 1.14440  0.84
H: 0.71472 3.65233 2.52038  0.55
H: 0.75320 3.49413 4.98325  0.46
H: 0.30288 1.32957 6.07777  0.46
H: -0.24390 -0.64808 4.72507  0.66
H: -2.60387 0.02156 3.32286  0.66
H: -4.45409 -1.27893 4.26444  0.45
H: -4.41541 -3.74754 4.15942  0.45
H: -2.50809 -4.89923 3.10924  0.48
H: -0.62888 -3.61335 2.20858  0.65
C: -3.66405 1.16895 0.48069  -1.64
N: -3.70582 1.20848 -0.96306  0.03
C: -4.78447 0.40117 -1.49189  -1.00
C: -2.44544 0.95171 -1.61087  0.46
C: -1.41818 2.03863 -1.35791  -0.01
C: -1.86968 3.35603 -1.40603  -1.01
C: -0.98661 4.40842 -1.25853  -0.84
C: 0.36349 4.14142 -1.09487  -0.92
C: 0.80414 2.82804 -1.04166  0.16
C: -0.05892 1.71801 -1.15777  0.78
H: -4.59150 1.59361 0.86314  0.50
H: -2.84725 1.79688 0.84534  0.23
H: -3.59575 0.13906 0.88029  0.71
H: -5.72486 0.75394 -1.07686  0.36
H: -4.67165 -0.66735 -1.24809  0.28
H: -4.82970 0.51097 -2.57279  0.36
H: -2.65940 0.95531 -2.68421  0.82
H: -2.00992 -0.06544 -1.35606  -0.53
H: -2.92682 3.53007 -1.54017  0.54
H: -1.34359 5.42616 -1.27516  0.45
H: 1.07396 4.94917 -0.99177  0.49
H: 1.87069 2.66551 -0.88316  0.11
C: 5.15914 2.72393 -0.26939  -0.93
N: 5.00102 1.42199 -0.89956  -0.03
C: 6.17950 0.83291 -1.51560  -0.93
C: 3.84602 0.89381 -1.01839  0.52
N: 2.77754 0.44135 -1.15290  -0.60
H: 6.01961 2.69186 0.39773  0.35
H: 4.27455 2.98088 0.31020  0.30
H: 5.33325 3.49240 -1.02353  0.36
H: 7.03721 1.01326 -0.87015  0.33
H: 6.37303 1.29096 -2.48758  0.34
H: 6.05277 -0.24007 -1.64050  0.32